Entry 1:
Formula: C22H40GeN5O2PS2SeTi
Source: OMol25
Level of theory: ωB97M-V/def2-TZVPD

For the LUMO energy (alpha / beta), the calculation gives -10.3 / -10.2 eV. Its net charge is +3. The energy relative to the best compared isomer or geometry (same formula, charge and spin) is 23.3 kcal per mole. As for the multiplicity: 2. The HOMO-LUMO gap (alpha / beta) comes out at 0.28055 / 0.28342 hartree.

Structure (XYZ):
```
75
Properties=species:S:1:pos:R:3:mulliken_charge:R:1
Ti -0.17078 0.31062 0.03095 0.183
Se -1.07599 -2.11065 3.04844 0.402
N -0.55410 -1.16019 4.45423 -0.691
C -0.02859 -0.02470 4.03659 0.234
C 0.51369 1.05523 4.80416 -0.543
C 0.98835 2.13263 4.11637 -0.722
C 0.94805 2.18545 2.68458 -0.342
N 0.46382 1.20940 1.94926 0.183
C -0.01441 0.13056 2.62879 0.944
N -0.51853 -0.83972 1.88572 0.100
H 0.53254 1.00420 5.88497 0.519
H 1.40602 2.98466 4.63360 0.485
H 1.32560 3.06014 2.16830 0.537
N 3.77505 -0.69760 -1.38800 0.029
C 4.10664 -0.39449 -0.09308 -0.720
C 2.94079 -0.07283 0.52000 -0.530
N 1.89474 -0.18414 -0.38810 0.595
C 2.45738 -0.55969 -1.53306 -0.715
H 4.41829 -0.96678 -2.11970 0.242
H 5.12094 -0.43142 0.26223 0.420
H 2.78151 0.21548 1.54264 0.494
H 1.95256 -0.71643 -2.47246 0.535
C -5.18775 -3.61978 0.95918 -1.100
C -5.41293 -3.00538 -0.41273 -0.754
C -4.12576 -2.84128 -1.22318 -0.364
C -3.16682 -1.82483 -0.56780 -0.343
Ge -1.52658 -1.81796 -1.63786 -0.019
C 0.02317 -2.85451 -1.02792 0.104
C -0.46710 -4.32472 -0.82960 -0.769
C -0.33916 -5.21651 -2.06221 -0.660
C -1.41561 -5.05008 -3.11833 -0.932
H -6.12956 -3.92025 1.41396 0.406
H -4.71536 -2.92034 1.65290 0.253
H -4.56348 -4.51312 0.89240 0.273
H -5.89958 -2.03095 -0.31628 0.343
H -6.09514 -3.62987 -0.99194 0.387
H -4.35968 -2.51032 -2.23861 0.382
H -3.64216 -3.81847 -1.32029 0.163
H -2.92856 -2.10611 0.45994 0.297
H -3.62089 -0.83508 -0.53596 0.522
H -1.77270 -1.85260 -3.13888 0.128
H 0.42001 -2.48476 -0.08037 0.124
H 0.83089 -2.80637 -1.75825 0.422
H -1.48425 -4.35800 -0.42011 0.309
H 0.16455 -4.74081 -0.04119 0.418
H -0.35305 -6.24964 -1.70890 0.404
H 0.65204 -5.07215 -2.49970 0.312
H -2.39425 -5.35681 -2.74700 0.281
H -1.19345 -5.67493 -3.98183 0.424
H -1.49783 -4.02694 -3.49524 0.155
C -0.21675 3.98961 -3.79298 -1.200
C -0.60425 4.60586 -2.47671 0.547
C -1.77609 5.54716 -2.51559 -1.228
O -0.89717 3.49436 -1.45613 -0.188
P -1.77042 2.23776 -1.57977 0.772
S -2.24119 1.54220 0.23786 -0.522
S -0.55016 0.64565 -2.27024 -0.539
O -2.91966 2.55121 -2.54218 -0.025
C -4.21144 1.92434 -3.02652 0.462
C -4.66636 2.80282 -4.15928 -1.557
C -3.96585 0.49168 -3.40977 -0.729
H 0.08096 4.79756 -4.46326 0.463
H -1.05361 3.47480 -4.26605 0.227
H 0.63536 3.31674 -3.69621 0.312
H 0.25403 5.06585 -1.99143 0.322
H -2.62341 5.11569 -3.04549 0.172
H -1.46605 6.44574 -3.05017 0.468
H -2.07871 5.84560 -1.51384 0.380
H -4.86877 2.01646 -2.16194 0.257
H -3.97463 2.75666 -4.99920 0.354
H -4.78440 3.83381 -3.83506 0.395
H -5.63884 2.44851 -4.50190 0.463
H -3.24851 0.41489 -4.22805 0.342
H -4.90842 0.06023 -3.74977 0.539
H -3.62592 -0.09715 -2.55788 -0.292
```

Entry 2:
Formula: C22H40NO13PS5
Source: OMol25
Level of theory: ωB97M-V/def2-TZVPD

For the LUMO energy, the calculation gives -0.8 eV. The SMILES is C#CCO[P@@](=O)(OCCO)ON=C=S.O=S1(=O)CCCC1.O=S1(=O)CCCC1.O=S1(=O)CCCC1.O=S1(=O)CCCC1. The HOMO-LUMO gap comes out at 0.32078 hartree.

Structure (XYZ):
```
82
Properties=species:S:1:pos:R:3:mulliken_charge:R:1
C 5.24521 1.29865 -2.92778 -0.089
C 4.55401 1.59083 -3.85823 -0.331
C 3.72706 2.21402 -4.93651 -0.460
O 2.86494 3.20284 -4.31812 -0.346
P 1.30614 2.81783 -4.51550 0.573
O 0.94265 3.11411 -5.89680 -0.704
O 1.04906 1.30287 -4.08806 0.089
C -0.28230 0.84465 -4.43052 -0.637
C -1.26485 1.09139 -3.25504 0.396
O -2.59437 0.78199 -3.64744 -0.575
O 0.52080 3.87630 -3.49292 -0.016
N -0.46074 4.57983 -4.27638 -0.405
C -0.46220 5.74954 -3.90654 0.591
S -0.82531 7.25114 -3.71518 -0.304
H 5.94353 1.29513 -2.11664 0.406
H 3.13211 1.43956 -5.43387 0.347
H 4.38310 2.73434 -5.64110 0.360
H -0.68461 1.29781 -5.34681 0.399
H -0.23551 -0.24621 -4.55795 0.386
H -1.18518 2.12386 -2.89232 0.277
H -0.95229 0.39742 -2.45423 -0.240
H -2.57813 -0.04178 -4.14632 0.319
O -0.73867 -0.19120 -0.48927 -0.888
S -0.29865 -1.44066 -1.06158 1.277
O -0.01883 -1.58431 -2.47417 -0.674
C 1.10788 -2.02059 -0.12754 -0.829
C 0.49591 -2.84885 0.99856 -0.631
C -0.61805 -3.67542 0.34432 -0.295
C -1.42751 -2.73167 -0.54863 -0.660
H 1.69071 -1.17242 0.22787 0.470
H 1.71146 -2.64064 -0.79086 0.381
H 1.24193 -3.48074 1.47864 0.431
H 0.07103 -2.18964 1.76059 0.224
H -0.17626 -4.46257 -0.26759 0.069
H -1.25614 -4.15295 1.08778 0.450
H -1.81246 -3.23963 -1.43027 0.094
H -2.24577 -2.26427 -0.00203 0.482
O -0.00870 -5.42358 -2.11475 -0.637
S -0.73187 -6.16005 -3.12462 1.149
O -1.69184 -7.17577 -2.78050 -0.739
C -1.48998 -4.98928 -4.24360 -0.456
C -0.42741 -4.74215 -5.30846 -0.504
C 0.16423 -6.11890 -5.63500 -0.684
C 0.44694 -6.82452 -4.30331 -0.680
H -1.77255 -4.08940 -3.70040 0.124
H -2.37369 -5.46437 -4.66991 0.381
H -0.85055 -4.26368 -6.19105 0.408
H 0.35351 -4.08864 -4.91151 0.206
H -0.55965 -6.69860 -6.21238 0.308
H 1.06981 -6.03667 -6.23511 0.342
H 0.30957 -7.90089 -4.37621 0.346
H 1.44816 -6.60255 -3.93704 0.366
O -0.83395 0.85345 3.27343 -0.654
S 0.36282 1.63412 3.06830 1.334
O 1.66288 1.15372 3.48232 -0.743
C 0.43909 2.12296 1.35337 0.420
C -0.32098 3.44351 1.30359 -0.759
C 0.13482 4.23463 2.53628 -0.938
C 0.09622 3.27810 3.73324 -0.351
H -0.00107 1.34903 0.72870 -0.452
H 1.48969 2.26355 1.09475 0.318
H -0.12185 3.98422 0.37844 0.405
H -1.39616 3.25720 1.36151 0.328
H 1.15628 4.59179 2.38199 0.321
H -0.49337 5.10763 2.71197 0.355
H 0.87718 3.50259 4.45621 0.436
H -0.87251 3.28877 4.22180 0.134
O -3.10927 2.14210 6.82667 -0.666
S -1.82720 2.74438 7.08049 1.157
O -1.34895 3.86830 6.30973 -0.663
C -1.71848 3.14048 8.82079 -0.730
C -1.15120 1.87734 9.45955 -0.600
C -0.03263 1.40192 8.52409 -0.773
C -0.57743 1.45513 7.09211 -0.266
H -2.70207 3.41169 9.19811 0.399
H -1.03051 3.97950 8.92791 0.336
H -0.78215 2.07051 10.46641 0.355
H -1.92765 1.11134 9.52540 0.297
H 0.82691 2.07013 8.61632 0.308
H 0.30578 0.39777 8.77735 0.351
H 0.19939 1.70200 6.37136 0.064
H -1.05937 0.52072 6.81006 0.409
```

Entry 3:
Formula: C22H41BrNP3PmS
Source: OMol25
Level of theory: ωB97M-V/def2-TZVPD

For the LUMO energy (alpha / beta), the calculation gives -9.7 / -9.5 eV. Its net charge is +3. As for the multiplicity: 5. The HOMO-LUMO gap (alpha / beta) comes out at 0.22839 / 0.23712 hartree.

Structure (XYZ):
```
70
Properties=species:S:1:pos:R:3:nbo_charge:R:1
Pm -0.67225 0.44153 -0.66055 2.019
P -1.58873 -2.49024 -0.05166 0.695
P -0.41802 -0.32072 2.53881 0.710
P 3.37984 -1.46253 0.26857 1.169
H 1.52371 3.25682 -5.01868 0.209
C 2.03735 2.31588 -4.78118 -0.399
C 1.43707 1.12471 -4.77643 -0.407
H 0.35308 1.04635 -4.93362 0.185
C -3.37635 -2.59945 -0.38284 -0.926
C -1.55018 -3.47551 1.50225 -0.918
C -0.93017 -3.79309 -1.18570 -0.913
C 0.35448 1.14109 3.31731 -0.930
C -2.04708 -0.19905 3.37900 -0.915
C 0.28427 -1.57426 3.71015 -0.910
C 4.84534 -1.87215 -0.68916 -0.947
C 2.31389 -2.84526 0.65255 -0.971
C 3.71301 -0.42928 1.69843 -0.965
H 3.10764 2.40036 -4.61098 0.209
H 2.01660 0.19134 -4.81506 0.221
H -3.62964 -2.00233 -1.26219 0.241
H -3.93290 -2.20383 0.47106 0.239
H -3.66512 -3.64077 -0.55817 0.274
H -1.97820 -2.90701 2.33640 0.235
H -0.52337 -3.76326 1.75601 0.242
H -2.14210 -4.39439 1.37412 0.275
H -0.64736 -3.33449 -2.14534 0.252
H -1.71124 -4.55242 -1.35368 0.268
H -0.04037 -4.27492 -0.74945 0.247
H 0.29510 1.05619 4.41072 0.264
H -0.17475 2.04365 2.99673 0.240
H 1.40427 1.22151 3.01551 0.236
H -1.89667 -0.20808 4.46475 0.265
H -2.70344 -1.02877 3.10496 0.236
H -2.54142 0.72951 3.09212 0.238
H 0.02632 -1.28076 4.73845 0.265
H 1.37554 -1.63740 3.63638 0.233
H -0.12543 -2.57461 3.53579 0.250
H 5.73998 -2.00208 -0.06427 0.282
H 5.00958 -1.05837 -1.42061 0.276
H 4.63767 -2.78612 -1.26270 0.284
H 2.91954 -3.72891 0.91947 0.293
H 1.68872 -3.07810 -0.22393 0.264
H 1.64098 -2.59890 1.49027 0.256
H 4.72056 -0.63953 2.10788 0.301
H 2.99028 -0.60433 2.50360 0.260
H 3.68024 0.63522 1.44004 0.271
C 1.31456 1.25707 -2.10770 -0.268
C 2.17710 2.13104 -1.40910 -0.295
C 1.95109 3.50342 -1.50389 -0.067
C 0.84891 4.02544 -2.20102 -0.216
C -0.15778 3.14997 -2.62548 -0.146
C 0.03992 1.76131 -2.58757 -0.512
S 1.67336 -0.40003 -2.46140 -0.177
H 2.70662 -0.89979 -0.92550 0.055
H 3.11081 1.70134 -1.02341 0.244
H 2.67282 4.17365 -1.05314 0.247
H 0.73713 5.11104 -2.36904 0.271
H -1.07658 3.53469 -3.05827 0.256
H -0.67835 1.06175 -3.07864 0.241
Br -3.01105 5.27237 -0.91729 0.209
C -3.30455 3.61578 -0.08027 -0.101
C -4.60610 3.21535 0.21246 -0.117
C -4.82376 1.89510 0.62668 -0.187
C -3.75284 1.01135 0.63896 0.049
N -2.48224 1.43158 0.39981 -0.664
C -2.23116 2.74836 0.12491 -0.044
H -5.43133 3.91372 0.10423 0.284
H -5.81380 1.54234 0.92298 0.278
H -3.86640 -0.06209 0.83298 0.230
H -1.19665 3.06199 0.02356 0.225
```

Entry 4:
Formula: C22H41CaN6O7PS2Te
Source: OMol25
Level of theory: ωB97M-V/def2-TZVPD

For the LUMO energy, the calculation gives 4.0 eV. Its net charge is -2. The energy relative to the best compared isomer or geometry (same formula, charge and spin) is 12.6 kcal per mole. The HOMO-LUMO gap comes out at 0.23228 hartree.

Structure (XYZ):
```
81
Properties=species:S:1:pos:R:3:mulliken_charge:R:1
Ca -1.14259 0.26442 0.07759 1.348
N 1.27363 0.46781 2.06431 0.100
C 2.51444 -0.17302 2.46465 -0.898
C 3.28128 -0.69814 1.24377 -0.735
N 2.58600 -1.53189 0.28242 0.112
C 2.02070 -2.78342 0.76438 -1.166
C 0.66022 -2.75806 1.46483 -0.390
N -0.34759 -2.13362 0.61778 0.251
H 0.72405 0.78708 2.85273 0.122
H 1.44513 1.27772 1.48045 -0.068
H 3.19818 0.49705 3.01168 0.481
H 2.28595 -0.99887 3.14335 0.383
H 3.67025 0.16170 0.69039 0.255
H 4.15293 -1.25524 1.61149 0.411
H 1.90189 -0.99054 -0.23453 0.095
H 1.92309 -3.45737 -0.09555 0.324
H 2.75450 -3.24147 1.43860 0.530
H 0.39651 -3.79664 1.70915 0.507
H 0.69901 -2.20894 2.40392 0.043
H -0.31354 -2.52823 -0.31875 -0.172
H -1.27168 -2.36165 0.99142 -0.182
C 1.08982 3.50252 -2.28908 -1.711
C 1.52104 2.73750 -1.04118 2.290
C 2.95878 3.05993 -0.67241 -1.796
O 1.49402 1.33026 -1.30306 -0.312
C 0.56804 3.13639 0.12461 -0.319
O 0.74270 4.24005 0.64330 -0.820
O -0.32295 2.28051 0.42567 -0.640
H 1.75999 3.26150 -3.11791 0.363
H 1.12046 4.57526 -2.09433 0.397
H 0.07278 3.22996 -2.57715 0.311
H 3.61752 2.84363 -1.51682 0.392
H 3.27887 2.45443 0.17863 0.282
H 3.03736 4.10884 -0.39480 0.378
H 0.59016 1.09563 -1.56541 -0.240
S -1.99249 1.27409 -2.45839 -0.327
C -3.04412 -0.09295 -2.57272 1.159
S -3.15129 -1.23039 -1.28270 -0.406
C -3.82785 -0.26324 -3.72676 -0.073
C -3.77481 0.63283 -4.82915 -0.049
N -3.77981 1.35073 -5.73549 -0.727
C -4.63768 -1.41322 -3.93059 -0.088
N -5.26711 -2.35539 -4.16266 -0.765
C -1.56683 -0.32279 5.22826 -0.719
C -2.53600 0.72335 4.71331 -0.160
O -3.64822 0.16341 4.01549 -0.353
P -3.41881 -0.55473 2.57178 -0.260
O -2.17560 0.08280 1.99941 -0.279
Te -3.44490 -2.90682 2.78530 -0.486
O -4.74764 -0.11627 1.82177 -0.234
C -5.12574 1.25844 1.63617 -0.263
C -4.33680 1.95338 0.54704 -0.474
H -0.81855 0.15975 5.86349 0.368
H -1.05812 -0.82467 4.40453 -0.083
H -2.08975 -1.08547 5.80594 0.327
H -2.02317 1.42992 4.05666 0.155
H -2.97419 1.28009 5.54435 0.336
H -5.04009 1.77984 2.59335 0.260
H -6.18110 1.20595 1.36688 0.315
H -3.29664 2.10795 0.83357 0.063
H -4.77285 2.93826 0.36065 0.437
H -4.36468 1.38322 -0.38175 -0.041
O 0.35800 -1.37269 -2.10720 0.622
C 0.72417 -2.09115 -3.00687 -0.299
C 1.28062 -1.54913 -4.30167 -0.772
C 0.33305 -1.98982 -5.44007 -1.013
C -1.14101 -2.13206 -5.01216 0.498
C -1.53552 -3.49367 -4.41449 -0.916
C -0.96191 -3.77091 -3.02635 0.027
N 0.48739 -3.46901 -2.99275 -0.168
H 2.29946 -1.91089 -4.46907 0.433
H 1.31121 -0.46514 -4.20351 0.213
H 0.67687 -2.93875 -5.86899 0.296
H 0.40310 -1.25117 -6.24046 0.481
H -1.77617 -1.95583 -5.88200 0.429
H -1.39240 -1.33657 -4.30582 -0.488
H -1.21514 -4.28719 -5.10519 0.298
H -2.62529 -3.54167 -4.35279 0.415
H -1.11424 -4.81097 -2.73416 0.436
H -1.45567 -3.13632 -2.29013 -0.443
H 0.93268 -3.90287 -3.79296 0.392
```

Max |F| (computed, hartree/bohr): 0.0270 0.0406 0.0524 0.0138
Molar mass (computed, g mol⁻¹): 701.14 717.87 669.47 764.39